No. 1
{
  "formula": "C4H7NO",
  "method": "ωB97M-V with the def2-TZVPD basis set",
  "elements": ["C", "N", "C", "C", "C", "O", "H", "H", "H", "H", "H", "H", "H"],
  "coordinates": [[-1.646, -0.089, -0.429], [-0.265, -0.268, 0.041], [0.371, -1.380, -0.251], [0.332, 0.750, 0.726], [1.705, 1.033, 0.440], [2.422, 1.849, 0.998], [-1.878, -0.855, -1.172], [-1.742, 0.905, -0.867], [-2.331, -0.189, 0.416], [1.274, -1.616, 0.293], [-0.012, -2.030, -1.026], [-0.303, 1.430, 1.282], [2.072, 0.461, -0.453]],
  "forces_ev_per_angstrom": [[-0.1, 0.0, 0.0], [0.2, -0.2, -0.1], [0.0, 0.1, 0.0], [0.1, 0.1, 0.0], [0.0, 0.0, 0.1], [-0.2, -0.2, -0.1], [0.0, 0.1, 0.1], [0.0, -0.1, 0.1], [0.1, 0.0, -0.1], [-0.1, 0.1, -0.1], [0.0, 0.1, 0.1], [0.1, -0.1, -0.1], [0.0, 0.1, 0.2]],
  "mulliken_charge": [-0.89, 0.07, -0.48, -0.21, -0.21, -0.56, 0.28, 0.36, 0.32, 0.39, 0.19, 0.41, 0.34],
  "gap_ha": [0.28924, 0.28930],
  "energy_ha": -286.523509,
  "homo_ev": [-7.7455, -7.7462],
  "e_lumo_ev": [0.1, 0.1],
  "relative_energy_ev": 2.943
}

No. 2
{
  "formula": "C12H7N2O5Sn",
  "method": "ωB97M-V with the def2-TZVPD basis set",
  "elements": ["O", "C", "Sn", "O", "C", "C", "O", "C", "O", "C", "O", "H", "N", "C", "N", "C", "C", "C", "C", "C", "C", "H", "H", "H", "H", "H", "H"],
  "coordinates": [[0.224, -0.406, -7.323], [0.511, -0.400, -6.225], [-0.536, -0.431, -1.631], [1.948, -0.423, -3.306], [1.016, -0.426, -2.636], [-2.281, -0.442, -1.022], [-3.382, -0.449, -0.698], [-0.615, -2.269, -1.811], [-0.689, -3.403, -1.973], [-0.651, 1.402, -1.848], [-0.746, 2.531, -2.033], [-1.229, -0.452, -3.048], [1.722, -1.123, 1.901], [1.348, -1.307, 0.614], [0.361, -0.456, 0.241], [0.112, 0.286, 1.339], [-0.814, 1.313, 1.530], [-0.865, 1.919, 2.801], [-0.005, 1.488, 3.837], [0.916, 0.449, 3.613], [0.942, -0.125, 2.345], [2.452, -1.649, 2.431], [1.782, -2.055, -0.037], [-1.476, 1.642, 0.743], [-1.570, 2.719, 2.986], [-0.055, 1.960, 4.810], [1.579, 0.107, 4.398]],
  "forces_ev_per_angstrom": [[0.4, 0.0, 1.5], [-0.5, 0.0, -1.5], [1.8, 0.2, 3.8], [-1.1, -0.1, 0.5], [10.0, -0.1, -5.5], [-10.3, 0.1, 4.5], [1.0, 0.1, -0.6], [0.1, -9.7, -0.3], [-0.1, -0.1, -0.2], [-0.3, 9.8, -0.3], [-0.1, -0.1, -0.2], [-1.9, -0.1, -4.0], [0.8, -1.6, -1.7], [-0.1, -0.1, -0.3], [2.8, -2.2, 1.3], [-1.3, 1.6, 0.6], [-0.1, 0.7, 1.3], [0.4, -0.8, -0.8], [0.6, -0.8, -0.6], [-0.9, 1.1, 0.4], [-0.2, 1.5, 3.1], [-1.0, 0.7, -0.8], [0.0, 0.1, 0.1], [0.0, 0.0, 0.0], [0.0, 0.0, 0.0], [0.0, 0.0, -0.1], [0.0, 0.0, 0.0]],
  "mulliken_charge": [-0.15, 0.13, 3.15, -0.26, -0.35, -0.31, -0.28, -0.37, -0.31, -0.39, -0.31, 0.12, 0.00, -0.41, -0.09, 1.16, -0.57, -0.93, -0.51, -0.89, 0.39, 0.30, 0.40, 0.26, 0.42, 0.41, 0.39],
  "gap_ha": [0.23468, 0.23395],
  "energy_ha": -1160.782825,
  "charge": 1,
  "homo_ev": [-10.1819, -10.1692],
  "e_lumo_ev": [-3.8, -3.8],
  "relative_energy_ev": 8.874
}

No. 3
{
  "formula": "C4H10NSi",
  "method": "ωB97M-V with the def2-TZVPD basis set",
  "elements": ["C", "C", "C", "C", "N", "Si", "H", "H", "H", "H", "H", "H", "H", "H", "H", "H"],
  "coordinates": [[3.257, -0.560, -0.773], [4.298, -0.509, -1.648], [-3.118, -0.518, -1.407], [0.012, 0.696, 0.742], [2.381, -0.455, -0.020], [1.301, -0.343, 1.585], [5.168, -1.065, -1.136], [4.193, -0.987, -2.644], [4.623, 0.445, -2.077], [-2.808, -1.284, -0.714], [-2.902, 0.572, -1.050], [-4.127, -0.718, -1.680], [-0.771, -0.012, 0.436], [-0.551, 1.212, 1.497], [0.334, 1.448, -0.060], [-2.546, -0.791, -2.337]],
  "forces_ev_per_angstrom": [[-3.5, 1.1, 2.1], [4.4, -1.6, -2.4], [1.7, 1.0, -0.9], [0.5, 0.8, -0.7], [1.1, -0.5, -0.6], [0.0, 0.1, -0.4], [-1.0, 1.0, -0.9], [-0.7, -0.6, 0.8], [-0.2, 0.5, 1.1], [0.0, 0.0, 0.7], [-0.5, -2.2, -0.7], [-0.9, 0.3, 0.1], [0.2, -0.1, -0.7], [-0.1, 0.6, 0.6], [-0.6, -1.4, 1.0], [-0.3, 0.8, 0.8]],
  "mulliken_charge": [0.60, -0.99, -0.93, -0.69, 0.09, 0.23, 0.29, 0.33, 0.33, 0.21, 0.18, 0.30, 0.12, 0.40, 0.32, 0.24],
  "gap_ha": 0.30731,
  "energy_ha": -502.329153,
  "charge": 1,
  "homo_ev": -13.7807,
  "e_lumo_ev": -5.4,
  "relative_energy_ev": 2.007
}